Version w
2 unconnected molecules or ions with the total composition C9H14, computed with wB97M-V/def2-TZVPD.

Structure (ORCA input):
```
! RIJCOSX wB97M-V def2-TZVPD def2/J DEFGRID3
* xyz 0 1
H -2.136 -1.969 -0.117
C 0.591 3.145 -2.123
C 0.734 -1.229 1.494
H 0.312 0.950 -2.149
H 1.131 3.237 -3.064
H 1.727 -1.639 1.611
C -1.909 -0.425 1.348
H 0.184 1.658 -0.571
H 0.930 0.274 3.030
C -0.114 -1.847 0.581
H -2.926 -0.085 1.249
C 0.713 1.755 -1.520
H -0.460 3.362 -2.256
H 1.275 -3.366 0.012
H 1.704 1.351 -1.333
C 0.301 -0.169 2.279
C -1.019 0.249 2.148
H 1.023 3.874 -1.434
C -1.449 -1.481 0.558
H -0.374 -3.584 -0.666
H -1.299 1.174 2.644
C 0.400 -2.873 -0.393
H 0.659 -2.362 -1.328
*
```

Results
SMILES: Cc1ccccc1.CC
LUMO energy (eV): 1.00
Gap between HOMO and LUMO (eV): 10.041

=====

Version x
2 unconnected molecules or ions with the total composition C9H14, computed with wB97M-V/def2-TZVPD.

Structure (ORCA input):
```
! RIJCOSX wB97M-V def2-TZVPD def2/J DEFGRID3
* xyz 0 1
C -1.404 0.036 -0.478
H -0.099 -2.716 -1.838
C 0.693 0.622 -1.387
C 1.772 1.631 -1.702
H -0.021 -1.405 1.381
C -0.410 1.008 -0.616
H -0.985 -1.450 2.915
C -1.275 -1.270 -0.920
C -0.128 -1.673 -1.567
H -0.492 0.951 3.413
H 1.593 -1.008 -2.503
C -0.504 0.458 2.461
H 0.850 -1.214 2.905
H -2.239 0.495 0.036
H -2.134 -1.911 -0.829
H -1.560 0.487 2.165
H -0.519 2.008 -0.215
C -0.102 -1.043 2.407
H 1.505 2.282 -2.548
H 2.616 1.042 -2.075
H 2.032 2.261 -0.835
C 0.809 -0.648 -1.882
H 0.003 1.058 1.711
*
```

Results
SMILES: Cc1ccccc1.CC
LUMO energy (eV): 1.03
Gap between HOMO and LUMO (eV): 10.128

=====

Quick look at relative energies in kcal/mol: version w 0.0; version x 15.3.

=====

Version w
2 unconnected molecules or ions with the total composition C9H14, computed with wB97M-V/def2-TZVPD.

Structure (ORCA input):
```
! RIJCOSX wB97M-V def2-TZVPD def2/J DEFGRID3
* xyz 0 1
H 2.778 2.619 -0.824
C 2.252 1.699 -1.029
H -0.550 0.114 -0.082
C 0.374 0.237 -0.626
H -1.333 -1.963 0.495
C 1.931 -0.250 -2.389
H 0.148 -1.348 -2.060
C 0.722 2.209 0.882
H -2.499 -2.568 2.928
H 2.319 -0.861 -3.191
H -0.338 2.115 1.108
C 0.751 -0.524 -1.718
C -2.367 -1.958 0.823
H -2.734 -2.942 0.506
H 3.560 1.090 -2.655
H 0.864 3.278 0.712
H 1.273 1.978 1.793
H -3.551 -1.238 2.479
C 1.125 1.372 -0.292
C 2.668 0.884 -2.064
H -1.863 -0.975 2.700
H -2.946 -1.276 0.207
C -2.583 -1.692 2.296
*
```

Results
SMILES: Cc1ccccc1.CC
LUMO energy (eV): 1.03
Gap between HOMO and LUMO (eV): 10.036

=====

Version x
2 unconnected molecules or ions with the total composition C9H14, computed with wB97M-V/def2-TZVPD.

Structure (ORCA input):
```
! RIJCOSX wB97M-V def2-TZVPD def2/J DEFGRID3
* xyz 0 1
H 1.250 3.465 -2.158
H 2.918 3.082 -2.132
H -1.676 1.161 -0.115
C -1.209 -2.607 0.661
H 3.124 4.444 -0.323
C -1.762 -2.231 -0.559
C -1.464 0.078 0.020
C -0.743 -3.949 0.997
H -0.302 -1.991 2.452
H -1.960 -2.894 -1.377
C -1.875 -0.893 -0.900
C 2.151 3.139 -1.472
H -0.545 0.519 1.897
H 1.560 4.789 -0.223
H -2.243 -0.639 -2.071
H 0.218 -4.018 1.557
H 1.995 3.433 0.682
C -0.874 -0.200 1.238
H 1.967 1.994 -1.345
H -0.599 -4.617 0.174
C 2.258 3.968 -0.273
H -1.410 -4.474 1.681
C -0.779 -1.558 1.589
*
```

Results
SMILES: Cc1ccccc1.CC
LUMO energy (eV): 0.97
Gap between HOMO and LUMO (eV): 9.726

=====

Quick look at relative energies in kcal/mol: version w 0.0; version x 42.6.

=====

Version w
2 unconnected molecules or ions with the total composition C9H14, computed with wB97M-V/def2-TZVPD.

Structure (ORCA input):
```
! RIJCOSX wB97M-V def2-TZVPD def2/J DEFGRID3
* xyz 0 1
H -2.851 2.561 0.596
C 1.675 -1.179 0.652
C -2.808 1.486 0.386
H -4.741 0.436 0.211
H 1.057 -1.350 1.523
H 2.785 -1.125 -3.018
H -3.669 -0.247 1.380
C 2.705 -2.256 -1.263
C 2.349 -2.262 0.068
H 1.380 2.018 1.096
H 3.206 -3.134 -1.644
C -3.992 0.706 0.958
H 2.054 1.007 -1.872
C 2.544 -1.068 -1.967
C 2.061 0.062 -1.352
H 2.454 -3.131 0.699
H 0.224 0.818 1.337
H -1.846 1.080 0.663
H 0.169 1.634 -0.122
C 1.662 0.030 -0.007
H -4.434 1.206 1.821
H -2.892 1.508 -0.701
C 0.908 1.199 0.556
*
```

Results
SMILES: Cc1ccccc1.CC
LUMO energy (eV): 0.97
Gap between HOMO and LUMO (eV): 10.094

=====

Version x
2 unconnected molecules or ions with the total composition C9H14, computed with wB97M-V/def2-TZVPD.

Structure (ORCA input):
```
! RIJCOSX wB97M-V def2-TZVPD def2/J DEFGRID3
* xyz 0 1
H -1.280 0.230 2.937
H 1.946 1.150 -0.194
C -1.290 0.305 1.856
C -1.074 -2.213 1.768
C -1.322 1.533 1.214
H -1.770 0.423 -1.944
H 2.533 -0.524 -0.243
C -1.466 1.635 -0.164
H 3.621 0.761 -0.528
H -1.752 -1.682 -0.834
H -1.635 -2.401 2.689
C -1.582 -0.789 -0.242
H -1.015 2.387 1.805
H -1.462 2.574 -0.694
H 1.925 1.429 -2.510
H -1.214 -3.011 1.039
C -1.613 0.449 -0.868
H -0.031 -2.247 2.084
C 2.589 0.451 -0.732
C -1.399 -0.887 1.137
H 3.275 0.302 -2.800
H 1.664 -0.337 -2.519
C 2.352 0.464 -2.254
*
```

Results
SMILES: Cc1ccccc1.CC
LUMO energy (eV): 1.01
Gap between HOMO and LUMO (eV): 10.053

=====

Version y
2 unconnected molecules or ions with the total composition C9H14, computed with wB97M-V/def2-TZVPD.

Structure (ORCA input):
```
! RIJCOSX wB97M-V def2-TZVPD def2/J DEFGRID3
* xyz 0 1
H -0.426 1.850 -4.516
C -0.822 0.074 0.806
H -1.641 1.517 -1.725
C 1.027 -0.722 2.152
H -0.215 2.914 -3.167
H -1.617 0.189 -2.936
C 0.777 -1.995 1.647
H 3.057 -0.943 2.734
C 2.151 -0.466 3.111
C 0.215 0.311 1.699
C -1.047 -1.197 0.305
H 2.356 0.590 3.256
C -0.211 -2.230 0.701
H 1.967 -0.881 4.111
H 0.392 1.311 2.073
H -0.256 -3.213 0.252
C -1.588 1.262 -2.780
H 1.405 -2.822 1.957
H -2.458 1.742 -3.235
H 0.580 1.339 -3.165
H -1.916 -1.414 -0.304
H -1.389 0.926 0.454
C -0.340 1.858 -3.431
*
```

Results
SMILES: Cc1ccccc1.CC
LUMO energy (eV): 1.03
Gap between HOMO and LUMO (eV): 10.070

=====

Version z
2 unconnected molecules or ions with the total composition C9H14, computed with wB97M-V/def2-TZVPD.

Structure (ORCA input):
```
! RIJCOSX wB97M-V def2-TZVPD def2/J DEFGRID3
* xyz 0 1
H -1.823 0.538 2.959
H 1.003 -1.828 -1.480
H 0.467 0.516 3.353
C 0.282 -2.620 -1.436
H 0.125 -3.064 -2.422
C -1.035 -1.998 -0.955
C 1.652 1.856 -0.900
H -1.783 -2.828 -1.070
H -1.204 -1.039 -1.465
H -1.118 -1.773 0.088
C -1.165 0.703 2.027
H 1.188 2.351 -1.708
C 0.722 1.365 0.094
C 1.204 0.953 1.394
H 2.203 0.878 1.654
H -0.972 1.898 -1.051
H 2.316 2.529 -0.437
H -2.615 1.061 0.578
H 0.548 -3.483 -0.715
C 0.188 0.714 2.297
C -0.635 1.376 -0.180
C -1.565 1.056 0.753
H 2.017 0.838 -1.377
*
```

Results
SMILES: Cc1ccccc1.CC
LUMO energy (eV): 1.02
Gap between HOMO and LUMO (eV): 9.871

=====

Quick look at relative energies in kcal/mol: version w 13.9; version x 3.9; version y 0.0; version z 26.1.